Computed, not measured: a structure of composition C32H39BCl13F7N4O8S3, with the ωB97M-V functional and the def2-TZVPD basis.

The HOMO energy is -8.325 eV. For the total energy, the calculation gives -271138.459 eV. The value obtained for the HOMO-LUMO gap is 0.27528 Eh. As for the net charge: 0.

XYZ file:
```
107
Properties=species:S:1:pos:R:3:forces:R:3
C 0.794 -2.416 2.999 0.14 -1.26 0.80
C 0.455 0.195 1.502 -4.16 2.46 -0.54
C -7.610 -3.611 -4.657 -0.07 0.02 0.26
O 1.097 4.748 0.696 -2.74 -0.16 0.41
H -8.590 -3.469 -4.202 0.15 -0.05 -0.19
H 0.965 5.082 -0.224 0.36 -0.12 1.17
F 5.028 4.425 -3.348 0.62 -1.52 3.05
N 1.597 -0.748 1.494 -0.01 3.12 -0.34
C -0.698 2.633 2.076 0.36 -2.98 -0.83
H 9.550 -9.928 -6.162 -0.17 0.15 0.02
C 6.372 4.472 0.294 2.73 1.76 -0.12
Cl 1.639 -1.467 6.191 0.05 0.07 0.22
S -5.769 4.103 0.729 -0.09 -1.13 -0.72
H 5.357 -4.287 -0.733 0.11 0.63 -1.34
N -7.625 1.770 0.650 2.26 3.45 -3.12
Cl 1.146 1.163 5.012 -0.23 -0.39 1.31
O -4.142 -0.940 1.162 0.66 1.00 0.31
B -0.166 4.727 1.366 -0.13 0.43 -0.44
C 3.339 1.322 1.526 0.34 -1.29 -1.50
Cl -8.196 5.612 1.244 -0.79 0.33 0.25
H 2.034 -4.207 2.229 -1.43 0.68 -0.05
Cl -7.514 -5.249 -5.314 -0.01 -0.02 0.09
Cl 9.241 -7.775 -5.254 0.13 -0.07 0.05
N -8.324 1.129 -0.353 1.96 3.98 -4.10
S 5.238 3.648 1.526 -1.27 1.01 7.71
H -4.463 1.044 0.605 1.48 -0.86 0.01
F 6.263 2.826 -2.328 -2.45 2.23 1.02
H 0.128 -4.337 2.052 1.65 0.79 0.05
H 5.629 -4.275 -2.617 -0.41 1.63 1.94
H -1.375 5.115 -0.103 -0.05 0.90 0.88
C 4.746 -6.939 -4.633 -0.17 -0.27 -0.29
C -8.021 1.847 -1.574 -0.25 -1.77 3.89
F 7.545 3.677 0.094 -2.96 1.64 0.00
H 0.611 0.405 7.185 0.09 -0.10 -0.15
O -7.122 2.913 -1.364 -2.22 -3.12 1.94
C 3.383 -2.411 -0.412 0.34 1.21 -0.74
F 6.592 5.807 -1.784 -1.81 -2.23 1.83
C 1.059 -3.661 2.004 -0.71 0.94 -0.26
C 0.521 1.678 2.041 -1.91 -1.82 -1.39
H -11.666 -0.803 -0.798 0.08 -0.23 -0.04
C 5.580 1.023 0.147 -2.16 -0.75 0.90
C -2.111 2.166 1.585 3.50 -1.22 0.08
C -0.969 -0.240 0.993 0.30 2.95 1.02
C 4.088 -2.769 -1.836 0.59 -0.63 0.00
C 1.451 0.260 6.507 -0.21 0.19 0.47
C 2.866 -0.104 1.086 3.70 0.70 -2.02
Cl -1.280 -1.921 0.347 0.55 2.23 0.64
C -3.651 0.237 0.465 0.16 0.27 0.33
H 5.887 -0.971 -0.974 -1.46 1.05 1.27
H 3.503 -4.500 -2.656 -0.44 1.23 0.11
H -3.505 4.628 -0.036 -0.81 -1.56 0.26
H 6.599 1.400 -0.204 -1.68 -0.55 0.61
C 3.784 -0.960 0.134 1.34 2.52 0.55
H 3.784 -6.482 -4.862 0.21 0.05 0.08
F 4.516 5.742 -0.865 2.77 -2.07 -0.08
H -0.301 -2.064 2.974 1.49 -0.54 -0.22
C 4.703 1.955 1.056 -1.15 -4.66 -2.26
H 8.897 -9.984 -4.506 -0.10 0.16 -0.12
F 4.021 3.170 -1.760 3.58 1.42 -0.40
O 6.053 3.497 2.805 -1.11 -0.25 -4.33
O 4.128 4.608 1.842 2.15 -2.42 -2.55
Cl 5.293 -6.367 -3.050 -0.22 -0.87 -0.24
O -1.304 5.466 0.821 1.79 -2.03 -0.44
H 1.117 -3.274 0.934 -0.09 -0.57 1.49
C 5.432 -3.638 -1.669 0.44 0.89 -0.16
H 4.641 -8.023 -4.601 0.15 0.16 0.03
H 2.364 0.636 6.965 -0.08 -0.07 -0.21
C 5.153 -0.387 -0.309 -2.01 2.52 2.39
H -2.952 4.168 2.234 -0.21 -1.46 -0.73
H 3.710 -3.190 0.353 -0.81 0.98 -0.90
H -3.101 -0.868 3.075 -1.25 0.20 -0.94
C -3.302 3.217 1.711 -0.01 -0.98 0.23
C 5.683 4.954 -1.072 -0.10 1.79 -1.34
H -9.258 7.396 2.362 0.12 -0.05 -0.18
H -4.088 2.737 2.412 1.11 0.73 -1.31
N 1.763 -1.294 2.793 -0.65 -0.96 0.92
Cl 7.205 -9.679 -6.121 0.05 -0.24 0.00
Cl -7.385 -2.400 -5.925 -0.01 0.10 0.07
Cl -11.031 -2.573 0.626 -0.04 0.06 0.03
H 0.969 -2.820 4.066 -0.27 0.84 -1.72
H -8.456 1.514 -2.569 0.99 0.99 1.36
C 8.838 -9.482 -5.470 0.17 -0.15 0.08
O 3.161 -3.571 -2.645 0.95 -0.28 0.84
H -7.500 7.371 2.651 -0.04 -0.06 -0.21
C -3.978 3.650 0.320 -0.25 -0.57 0.52
F 6.843 5.666 0.936 -1.48 -2.95 -1.40
C -2.210 0.728 1.026 1.82 1.04 0.69
C -10.749 -1.367 -0.635 0.02 0.33 0.25
O -0.440 3.964 2.586 0.20 -1.09 -2.74
H -9.955 -0.694 -0.310 -0.04 -0.21 -0.09
H 2.261 -2.397 -0.629 1.54 -0.24 0.62
Cl -10.267 -2.133 -2.155 0.01 0.10 -0.14
H 4.313 -1.829 -2.452 -0.46 -1.23 1.00
C -4.136 -0.739 2.592 -0.13 -0.05 1.06
C -8.282 7.251 1.903 -0.06 0.08 0.23
H 1.605 -0.528 3.480 0.13 -0.99 -0.44
Cl 5.900 -6.512 -5.899 -0.21 0.13 0.03
Cl -8.056 8.462 0.636 -0.01 0.06 0.08
H -3.618 0.038 -0.673 0.16 -0.09 1.94
H 6.364 -2.974 -1.547 -1.43 -0.90 -0.03
C -6.904 2.837 0.038 -0.79 -2.24 0.42
H -4.500 0.315 2.849 0.32 -1.35 -0.29
H -4.020 2.832 -0.471 0.43 1.25 1.01
H -4.818 -1.515 3.109 0.94 1.25 -1.20
C 5.267 3.787 -2.087 -1.43 -0.54 -3.02
S 2.169 2.238 2.657 0.15 -0.46 -2.73
H -6.833 -3.485 -3.905 -0.06 -0.04 -0.21
```
Positions in Å, forces in eV/Å.